[1]
9
Properties=species:S:1:pos:R:3:forces:R:3 method="wB97M-V/def2-TZVPD" homo_lumo_gap_ev="6.19 / 7.54" e_lumo_ev="0.9 / -2.2" de_lowest_kcal_mol=47.0 multiplicity=3 s_squared=2.017 total_energy_ha=-259.2461 largest_force_ev_per_a=8.35
C -0.979479 0.594926 -0.567000 0.0 -2.8 0.2
N 2.274886 0.564889 -0.560909 5.0 3.2 -5.8
N 1.734997 0.102610 0.316761 -5.6 -1.2 2.5
N -0.929100 -0.527722 0.011862 -1.5 -1.5 1.2
N 1.304551 -0.578897 1.220197 2.5 -2.7 5.1
H -1.879927 0.814631 -1.028750 -1.6 1.7 -0.8
H -0.012911 0.911269 -0.764458 1.2 2.0 -0.8
H -1.838579 -1.004565 0.188603 0.5 0.7 -0.6
H 0.325560 -0.877142 1.183697 -0.6 0.6 -1.1

---

[2]
106
Properties=species:S:1:pos:R:3:forces:R:3 method="wB97M-V/def2-TZVPD" homo_lumo_gap_ev=8.23 e_lumo_ev=-1.9 total_energy_ha=-4349.2711 largest_force_ev_per_a=1.36
O -3.365647 -5.499434 2.091171 -0.1 0.2 -0.1
C -3.145880 -4.454166 1.555184 -0.1 -0.4 0.1
O -3.849538 -3.301614 1.887139 0.1 0.1 -0.4
C -2.105306 -4.215339 0.506022 0.6 0.5 1.1
C -1.080046 -3.148526 1.013447 -0.9 0.0 -0.5
C -1.350526 -1.850293 0.247838 0.4 -0.9 0.5
O -0.773296 -2.044426 -1.084848 0.2 0.4 0.0
S 0.764388 -1.554232 -1.070246 -0.1 -0.4 -0.6
O 1.604959 -2.681671 -1.234411 0.1 0.0 0.4
O 0.912410 -0.437358 -1.934368 -0.2 0.1 0.0
O 0.790318 -1.025439 0.452820 -0.1 -0.2 0.1
C -0.582696 -0.619796 0.651388 0.2 0.6 -0.9
C -0.997526 0.115341 1.891675 0.1 -0.9 0.6
O -2.099398 -0.056087 2.332043 0.2 0.3 -0.1
C -0.084566 1.170677 2.562781 -0.3 0.8 -0.2
F 1.053791 1.390152 1.867800 -0.3 -0.3 0.2
F -0.800048 2.330032 2.501512 0.3 -0.2 0.1
C 0.243882 0.917128 4.086682 0.3 0.2 0.0
F -0.684376 1.525387 4.837221 0.2 -0.4 -0.2
F 1.448821 1.514275 4.349383 -0.3 0.0 -0.1
C 0.418711 -0.551156 4.552079 0.0 0.0 0.7
F -0.749084 -1.223414 4.498256 0.4 0.2 -0.2
F 0.787242 -0.492014 5.867700 -0.2 0.1 -0.4
C 1.548113 -1.362971 3.858526 0.2 -0.6 0.2
O 1.663755 -2.514761 4.131380 -0.2 0.2 -0.3
O 2.350079 -0.725507 2.987156 0.1 -0.1 0.2
H -4.722095 -3.374389 1.481835 -0.2 0.0 0.3
H -2.603546 -3.861858 -0.389354 0.1 -0.2 -0.3
H -1.587069 -5.142342 0.327446 -0.1 -0.2 -0.2
H -1.185396 -3.007164 2.087001 0.2 0.0 0.1
H -0.097148 -3.528410 0.762776 0.3 0.2 0.3
H -2.423268 -1.700813 0.216931 0.0 0.3 -0.5
H -0.753745 0.092437 -0.172064 -0.4 0.4 0.3
H 2.839476 -0.024110 3.442334 -0.2 0.3 -0.2
C -1.672863 6.524808 -0.327791 0.0 0.0 0.0
C -1.045619 7.582000 0.179360 0.0 0.0 0.0
C 0.298413 7.455454 0.795651 0.0 0.0 0.0
O 0.870992 8.417282 1.261289 0.0 0.0 0.0
C 0.917979 6.106699 0.823702 0.0 0.0 0.0
C 0.289575 5.051710 0.314007 0.1 0.0 0.0
C -1.054411 5.176492 -0.301963 0.0 0.0 0.0
O -1.622844 4.212147 -0.768477 0.0 0.0 0.0
H -2.653279 6.595125 -0.781758 0.0 0.0 0.0
H -1.476565 8.574648 0.168283 0.0 0.0 0.0
H 1.898011 6.038114 1.278540 0.0 0.0 0.0
H 0.720015 4.058061 0.321890 0.0 0.0 0.0
C -3.760713 6.011463 -5.339104 0.0 0.0 0.0
C -3.134100 7.068620 -4.830588 0.0 0.0 0.0
C -1.789674 6.943455 -4.213541 0.0 0.0 0.0
O -1.220716 7.905992 -3.743941 0.0 0.0 0.1
C -1.170988 5.595082 -4.188172 0.0 0.0 0.0
C -1.796676 4.537092 -4.695607 0.0 0.0 0.0
C -3.141559 4.661238 -5.312615 0.0 0.0 0.0
O -3.712658 3.700001 -5.777221 0.0 0.0 0.0
H -4.741172 6.078932 -5.792939 0.0 0.0 0.0
H -3.566255 8.061196 -4.839534 0.0 0.0 0.0
H -0.190441 5.525368 -3.734032 0.0 0.0 0.0
H -1.364269 3.544913 -4.684445 0.0 0.0 0.0
C -0.651437 -8.869087 -1.948470 0.0 0.0 0.0
C -1.205675 -7.772003 -1.441515 0.0 0.0 0.0
C -1.950357 -6.819929 -2.302307 0.1 0.0 0.0
O -2.445866 -5.809440 -1.845893 -0.1 -0.2 -0.2
C -2.056663 -7.138529 -3.744329 0.0 0.0 -0.1
C -1.500219 -8.232925 -4.250918 -0.1 0.0 -0.1
C -0.751927 -9.185319 -3.395246 0.1 0.0 0.0
O -0.240331 -10.179987 -3.860863 0.0 0.0 0.0
H -0.100687 -9.575856 -1.341341 0.0 0.0 0.0
H -1.139727 -7.523922 -0.389500 0.0 0.0 0.0
H -2.596809 -6.424655 -4.353245 0.0 0.0 0.0
H -1.554792 -8.476173 -5.304596 0.0 0.0 0.0
C -1.857355 -6.090099 5.514800 0.0 -0.1 0.0
C -2.202476 -6.121447 6.799521 0.0 0.0 0.0
C -1.581419 -5.202974 7.790028 0.0 0.0 0.0
O -1.897490 -5.235018 8.959858 0.0 0.0 0.0
C -0.561054 -4.246289 7.291747 0.0 0.0 0.0
C -0.216141 -4.216581 6.007496 0.0 0.0 0.0
C -0.836662 -5.132803 5.022277 -0.1 0.0 0.1
O -0.517417 -5.093730 3.853271 0.0 0.0 -0.2
H -2.296074 -6.746625 4.773858 0.0 0.0 0.0
H -2.944855 -6.808432 7.185203 0.0 0.0 0.0
H -0.122773 -3.584998 8.028774 0.0 0.0 0.0
H 0.517159 -3.540010 5.591213 0.0 0.0 0.1
C 1.947873 -4.621218 -5.035353 0.0 0.0 0.0
C 2.489112 -4.052186 -6.108904 0.0 0.0 0.0
C 2.798811 -4.843553 -7.326858 0.0 0.0 0.0
O 3.292976 -4.327374 -8.304548 0.0 0.0 0.0
C 2.480198 -6.294854 -7.301501 0.0 0.0 0.0
C 1.939323 -6.864185 -6.228115 0.0 0.0 0.0
C 1.630439 -6.070470 -5.013121 0.0 0.1 0.0
O 1.134258 -6.587038 -4.034904 -0.1 -0.1 0.1
H 1.714852 -4.065463 -4.135139 0.0 0.0 0.0
H 2.729128 -2.997491 -6.148972 0.0 0.0 0.0
H 2.714189 -6.851644 -8.199852 0.0 0.0 0.0
H 1.700027 -7.919808 -6.185719 0.0 0.0 0.0
C 3.826736 10.334273 0.968663 0.0 0.0 0.0
C 3.375305 10.216387 2.214160 0.0 0.0 0.0
C 4.253412 10.492144 3.378852 0.0 0.0 0.0
O 3.847339 10.382614 4.515528 0.0 0.0 0.0
C 5.652874 10.906642 3.100901 0.0 0.0 0.0
C 6.102605 11.024252 1.854948 0.0 0.0 0.0
C 5.223975 10.747433 0.689332 0.0 0.0 0.0
O 5.636198 10.856083 -0.445321 0.0 0.0 0.0
H 3.202499 10.136318 0.106503 0.0 0.0 0.0
H 2.360235 9.914992 2.432847 0.0 0.0 0.0
H 6.274751 11.103262 3.965037 0.0 0.0 0.0
H 7.118004 11.323680 1.628477 0.0 0.0 0.0

---

[3]
20
Properties=species:S:1:pos:R:3:forces:R:3 method="wB97M-V/def2-TZVPD" homo_lumo_gap_ev="7.92 / 7.92" e_lumo_ev="0.0 / 0.0" de_lowest_kcal_mol=167.0 total_energy_ha=-548.5553 largest_force_ev_per_a=4.51
N -1.754119 -0.951336 0.464000 2.1 -1.5 -0.4
C -0.570809 -0.875202 -0.251764 0.0 1.6 0.3
N 0.036277 -2.064393 -0.453302 -0.8 -3.0 2.9
C -0.561694 0.124189 -1.326165 0.3 -2.3 -3.5
C -0.427207 1.421206 -1.270080 -0.2 -0.1 4.5
C -0.391372 2.088168 0.079493 2.2 -3.0 0.8
C 0.156607 1.405337 1.145780 -0.7 0.4 -0.5
C 0.843359 0.086676 1.007290 -3.8 1.1 0.8
N 1.927222 -0.001155 0.251960 0.8 0.4 -2.0
O 2.575219 -1.045600 0.285646 0.9 -1.3 0.2
O 2.124351 0.864589 -0.607393 0.8 0.4 -0.1
H -2.319426 -0.137766 0.426023 -0.8 0.1 0.5
H -1.899463 -1.874664 0.889837 -0.9 1.3 0.0
H 1.022844 -2.256523 -0.744029 -1.1 1.1 0.5
H -0.233644 -2.578291 0.493936 1.6 0.5 -2.9
H -0.545462 -0.420456 -2.345993 -0.1 1.1 1.6
H -0.315203 2.015769 -2.073172 0.1 1.7 -2.9
H -0.431888 3.127650 0.147552 -1.0 1.6 0.2
H 0.070639 1.775651 2.182803 0.2 0.3 -0.7
H 0.693767 -0.703852 1.697576 0.3 -0.2 0.9

---

What did the first record say?
9
Properties=species:S:1:pos:R:3:forces:R:3 method="wB97M-V/def2-TZVPD" homo_lumo_gap_ev="6.19 / 7.54" e_lumo_ev="0.9 / -2.2" de_lowest_kcal_mol=47.0 multiplicity=3 s_squared=2.017 total_energy_ha=-259.2461 largest_force_ev_per_a=8.35
C -0.979479 0.594926 -0.567000 0.0 -2.8 0.2
N 2.274886 0.564889 -0.560909 5.0 3.2 -5.8
N 1.734997 0.102610 0.316761 -5.6 -1.2 2.5
N -0.929100 -0.527722 0.011862 -1.5 -1.5 1.2
N 1.304551 -0.578897 1.220197 2.5 -2.7 5.1
H -1.879927 0.814631 -1.028750 -1.6 1.7 -0.8
H -0.012911 0.911269 -0.764458 1.2 2.0 -0.8
H -1.838579 -1.004565 0.188603 0.5 0.7 -0.6
H 0.325560 -0.877142 1.183697 -0.6 0.6 -1.1